1.
Molecular formula: C4H10F26HfNO6P4S2
Method: DFT, wB97M-V/def2-TZVPD

The value obtained for the gap between HOMO and LUMO is 2.44 eV. The value obtained for the energy above the lowest of the compared OMol25 structures with the same formula, charge and spin is 2357.94 kJ/mol. As for the maximum force: 12.035 eV Å⁻¹. The net charge is -1. For the LUMO energy, the calculation gives -7.180 eV. Its HOMO energy is -0.3535 Eh.

Geometry (Å):
1 Hf 0.2763 -0.6181 -0.0700
2 P 2.6282 2.8719 3.4577
3 F 1.9687 1.8463 4.5197
4 F 1.2858 3.7538 3.7301
5 F 3.4574 3.5999 4.7405
6 F 3.1159 3.9094 2.3125
7 F 3.7878 1.7733 3.2660
8 F 1.8519 2.1587 2.2150
9 P 1.2582 -3.7169 2.6036
10 F 0.7991 -3.6092 4.1825
11 F 1.5050 -2.1823 2.5813
12 F 2.7574 -4.0120 2.9336
13 F 1.5415 -3.5296 1.0047
14 F 0.7461 -5.2213 2.3540
15 F -0.1338 -3.2169 2.0276
16 P -0.2635 -3.2101 -3.9876
17 F 0.3400 -2.8655 -5.4621
18 F -0.2287 -1.6559 -3.4811
19 F -1.7781 -2.9341 -4.4088
20 F -0.6320 -3.3978 -2.3973
21 F -0.3887 -4.7818 -4.2694
22 F 1.2856 -3.2768 -3.4973
23 P -3.1622 1.0557 3.4963
24 F -4.3267 1.0484 4.5911
25 F -3.4505 -0.5934 3.4780
26 F -4.2024 1.1801 2.2264
27 F -1.8876 0.8692 2.4767
28 F -2.9863 2.7022 3.5844
29 F -2.0807 0.9095 4.6425
30 N 3.2602 0.2131 -1.5977
31 S 5.0323 -0.3521 -1.2749
32 O 5.9645 0.6853 -0.8877
33 O 5.4164 -1.5631 -1.9333
34 F 4.6738 -1.0013 0.1191
35 S 4.0106 0.9496 -2.8247
36 O 4.2498 0.1770 -4.0526
37 O 4.5471 2.3016 -2.6606
38 F 2.5408 1.4287 -3.3523
39 C -3.6819 -1.4292 -0.7146
40 O -2.7701 -0.2607 -0.8751
41 C -3.4195 0.6430 -1.7807
42 C -2.7713 2.0543 -1.6347
43 O -1.3357 1.9192 -1.2199
44 C -0.8936 3.2889 -1.0458
45 H -3.8816 -1.9271 -1.6635
46 H -4.6056 -1.0617 -0.2676
47 H -3.2184 -2.2204 -0.1254
48 H -4.5052 0.7007 -1.7027
49 H -3.1647 0.3134 -2.7879
50 H -3.3907 2.6283 -0.9456
51 H -2.8768 2.6530 -2.5394
52 H -1.0623 3.8750 -1.9492
53 H 0.1882 3.3649 -0.9354
54 H -1.3900 3.7630 -0.1991



2.
Molecular formula: C12H17AgF2NO2Si
Method: DFT, wB97M-V/def2-TZVPD

The value obtained for the gap between HOMO and LUMO is 6.35 eV. The value obtained for the energy above the lowest of the compared OMol25 structures with the same formula, charge and spin is 1183.55 kJ/mol. As for the maximum force: 8.389 eV Å⁻¹. The net charge is +1. For the LUMO energy, the calculation gives -5.737 eV. Its HOMO energy is -0.4440 Eh.

Geometry (Å):
1 C -0.2363 0.3810 3.7207
2 Si -0.1799 0.7996 1.8026
3 C -0.8696 2.6049 1.5774
4 C 1.6415 0.6218 1.0971
5 C 1.9088 1.5753 -0.2265
6 C 1.9354 0.6990 -1.6508
7 F 1.9640 1.7356 -2.7420
8 F 0.6233 -0.0003 -1.7058
9 N 3.1405 -0.2155 -1.6548
10 C 3.2850 -0.9976 -2.9415
11 O 2.2980 -1.4156 -3.7382
12 O 4.6677 -1.3993 -3.3489
13 C -1.3089 -0.4242 0.7709
14 C -2.4969 0.2765 -0.1564
15 C -3.4749 -0.6811 -1.1048
16 C -3.2847 -2.3165 -1.1285
17 C -2.1140 -2.9969 -0.2043
18 C -1.1175 -2.0572 0.7548
19 H -1.3067 0.6669 4.1117
20 H 0.6271 0.9770 4.2723
21 H 0.0162 -0.7765 3.8651
22 H -1.0551 2.7500 0.4185
23 H -0.0586 3.4007 1.8804
24 H -1.8732 2.6905 2.2032
25 H 2.3343 1.0671 1.9581
26 H 1.9589 -0.4962 0.9569
27 H 3.0127 2.0027 -0.0980
28 H 1.2059 2.5109 -0.2945
29 H 3.2006 -0.8192 -0.8058
30 H 4.5630 -1.7548 -4.2972
31 H -2.6828 1.4323 -0.1953
32 H -4.3045 -0.1774 -1.7909
33 H -3.9627 -2.9923 -1.8307
34 H -1.9992 -4.1782 -0.2793
35 H -0.2640 -2.5533 1.3930
36 Ag -5.7935 0.0607 -0.5884



3.
Molecular formula: C27H27N2RuS5Si
Method: DFT, wB97M-V/def2-TZVPD

The value obtained for the gap between HOMO and LUMO (alpha / beta) is 7.73 / 5.95 eV. The value obtained for the energy above the lowest of the compared OMol25 structures with the same formula, charge and spin is 0.00 kJ/mol. As for the maximum force: 0.289 eV Å⁻¹. Its expectation value of S² is 0.7581. For the LUMO energy (alpha / beta), the calculation gives 0.473 / -0.946 eV. Its HOMO energy (alpha / beta) is -0.2666 / -0.2536 Eh. Its spin multiplicity is 2.

Geometry (Å):
1 Ru 0.8037 0.0156 0.1374
2 S 2.8428 -0.3265 -0.7593
3 C 2.5757 -0.8479 -2.4197
4 C 3.6823 -1.1189 -3.2325
5 C 3.5180 -1.5177 -4.5450
6 C 2.2432 -1.6429 -5.0907
7 C 1.1412 -1.3676 -4.3028
8 C 1.3073 -0.9920 -2.9721
9 S -0.1242 -0.6248 -1.9827
10 C -0.8955 -2.2886 -2.0236
11 C -1.9788 -2.3135 -0.9845
12 C -2.5031 -3.4915 -0.4540
13 C -3.3009 -3.3940 0.6711
14 C -3.4976 -2.1524 1.2700
15 C -2.9527 -1.0435 0.6496
16 C -2.8356 0.3175 1.2621
17 S -1.0650 0.6271 1.6901
18 C -0.8422 -0.6355 2.9211
19 C -1.4153 -0.4474 4.1738
20 C -1.3215 -1.4310 5.1420
21 C -0.6331 -2.6038 4.8490
22 C -0.0456 -2.7835 3.6105
23 C -0.1375 -1.8037 2.6158
24 S 0.5799 -2.1131 1.0443
25 N -2.2795 -1.1324 -0.4949
26 H 4.6747 -1.0098 -2.8132
27 H 4.3883 -1.7246 -5.1546
28 H 2.1161 -1.9404 -6.1228
29 H 0.1416 -1.4319 -4.7160
30 H -0.1338 -3.0336 -1.7956
31 H -1.2566 -2.4502 -3.0397
32 H -2.2461 -4.4530 -0.8781
33 H -3.7124 -4.2877 1.1224
34 H -4.0225 -2.0570 2.2113
35 H -3.4194 0.4541 2.1694
36 H -3.0802 1.0891 0.5326
37 H -1.9275 0.4847 4.3828
38 H -1.7641 -1.2823 6.1177
39 H -0.5439 -3.3783 5.6003
40 H 0.5022 -3.6915 3.3919
41 C 1.3375 4.2487 4.0540
42 Si 2.3540 4.6994 2.5522
43 C 4.1116 4.0879 2.7013
44 C 2.3386 6.5640 2.3550
45 C 1.5541 3.9658 1.0056
46 C 1.0547 4.7693 -0.0103
47 C 0.4413 4.2348 -1.1454
48 C 0.3380 2.8664 -1.2426
49 N 0.8147 2.0703 -0.2831
50 C 1.4102 2.5812 0.8163
51 S 1.8957 1.2898 1.8734
52 H 1.7952 4.6738 4.9510
53 H 1.2634 3.1688 4.1848
54 H 0.3261 4.6520 3.9671
55 H 4.5998 4.5121 3.5818
56 H 4.6908 4.3751 1.8210
57 H 4.1426 3.0012 2.7843
58 H 2.7760 7.0312 3.2402
59 H 1.3221 6.9508 2.2529
60 H 2.9171 6.8915 1.4886
61 H 1.1319 5.8469 0.0756
62 H 0.0570 4.8703 -1.9301
63 H -0.1235 2.3718 -2.0888



4.
Molecular formula: C52H61BF7N3O6
Method: DFT, wB97M-V/def2-TZVPD

The value obtained for the gap between HOMO and LUMO is 8.81 eV. As for the maximum force: 7.583 eV Å⁻¹. As for the SMILES: [H]/N=C(\C)C[C@H](O[C@@H](OCC)[C@](O[C@H]([C@@H](C)F)N(C)C(C)=O)(c1ccncc1)[C@H](F)CC)B(O)O.Fc1ccccc1.Fc1ccccc1.Fc1ccccc1.Fc1ccccc1.Fc1ccccc1. For the LUMO energy, the calculation gives -0.048 eV. Its HOMO energy is -0.3257 Eh.

Geometry (Å):
1 H -0.7567 2.5339 -4.3525
2 N 0.0262 3.1923 -4.1442
3 C 0.7714 2.7417 -3.0496
4 C 0.2695 1.2907 -2.4164
5 C 2.0914 3.5883 -2.4683
6 C 1.7436 4.3550 -1.0219
7 O 1.2826 3.3006 -0.1173
8 C 1.2451 3.6978 1.2880
9 O 0.0230 3.0468 1.8702
10 C -1.1499 3.9208 1.7460
11 C -2.3739 3.1862 2.5771
12 C 2.6193 3.3562 2.1491
13 O 3.2336 2.0642 1.8540
14 C 2.3698 0.9091 2.0480
15 C 3.2749 -0.3014 2.7654
16 C 4.8015 0.1821 3.1526
17 F 2.5640 -0.8095 3.9985
18 N 1.7111 0.4012 0.7776
19 C 0.6987 -0.6916 1.0427
20 C 2.7015 0.0309 -0.2972
21 C 2.6421 -1.5389 -0.8708
22 O 3.5970 0.8234 -0.8866
23 C 2.2230 3.6231 3.7170
24 C 2.4951 2.6005 4.9862
25 C 1.9766 3.1255 6.4400
26 N 1.3259 4.4014 6.8517
27 C 1.0529 5.3761 5.7581
28 C 1.4668 5.0254 4.2268
29 C 3.8519 4.4515 1.8422
30 F 3.3850 5.8354 1.6444
31 C 4.9041 3.9057 0.6867
32 C 6.2296 3.1373 1.3576
33 B 0.5759 5.4776 -1.4226
34 O 0.3230 5.9436 -2.8265
35 O -0.2880 6.1554 -0.3914
36 H 1.1555 0.5404 -2.5672
37 H -0.6892 0.8583 -2.9616
38 H -0.0468 1.3776 -1.2698
39 H 3.0090 2.8666 -2.3942
40 H 2.4173 4.4445 -3.2344
41 H 2.6960 4.9417 -0.6755
42 H 1.0427 4.8607 1.4691
43 H -1.4891 3.9244 0.6012
44 H -1.0285 4.9939 2.1965
45 H -2.9386 2.4440 1.8676
46 H -1.9776 2.5537 3.4957
47 H -3.1798 3.9745 2.9642
48 H 1.4751 1.0933 2.8176
49 H 3.3925 -1.2487 2.0752
50 H 5.2191 -0.6277 3.9191
51 H 4.8648 1.2111 3.7047
52 H 5.5449 0.2256 2.2500
53 H -0.1007 -0.2684 1.8043
54 H 0.0759 -0.9594 0.0602
55 H 1.1573 -1.6852 1.4865
56 H 1.6394 -1.6945 -1.4845
57 H 2.7327 -2.3394 -0.0208
58 H 3.5147 -1.6712 -1.6741
59 H 3.0258 1.5699 4.8169
60 H 2.1516 2.3470 7.3307
61 H 0.5330 6.4278 5.9782
62 H 1.2501 5.8611 3.4092
63 H 4.4832 4.4550 2.8558
64 H 5.3646 4.8609 0.1432
65 H 4.4047 3.2588 -0.1499
66 H 7.2104 3.7613 1.1421
67 H 6.1414 3.0658 2.5459
68 H 6.3248 2.0126 0.9896
69 H -0.6828 6.1212 -2.8278
70 H -1.2454 5.8119 -0.4782
71 F -2.7412 6.3606 -3.9371
72 C -3.6542 5.4397 -4.2729
73 C -4.0686 4.5099 -3.3257
74 C -5.0231 3.5540 -3.6734
75 C -5.5450 3.5319 -4.9691
76 C -5.1190 4.4664 -5.9142
77 C -4.1729 5.4289 -5.5630
78 H -3.6460 4.5371 -2.3266
79 H -5.3594 2.8275 -2.9378
80 H -6.2862 2.7834 -5.2412
81 H -5.5236 4.4446 -6.9233
82 H -3.8371 6.1683 -6.2825
83 F 1.8243 -4.6475 -0.5258
84 C 2.8054 -5.5558 -0.6107
85 C 4.0778 -5.2333 -0.1517
86 C 5.0984 -6.1805 -0.2352
87 C 4.8374 -7.4370 -0.7873
88 C 3.5581 -7.7493 -1.2498
89 C 2.5352 -6.8060 -1.1560
90 H 4.2638 -4.2495 0.2664
91 H 6.0947 -5.9409 0.1280
92 H 5.6348 -8.1738 -0.8563
93 H 3.3584 -8.7265 -1.6829
94 H 1.5330 -7.0351 -1.5024
95 F -0.1387 -10.8946 -3.5496
96 C -0.8953 -9.9570 -2.9640
97 C -1.8452 -9.2756 -3.7171
98 C -2.6368 -8.3029 -3.1065
99 C -2.4618 -8.0143 -1.7508
100 C -1.5021 -8.7001 -1.0047
101 C -0.7186 -9.6805 -1.6128
102 H -1.9613 -9.5074 -4.7708
103 H -3.3876 -7.7700 -3.6847
104 H -3.0763 -7.2524 -1.2761
105 H -1.3649 -8.4710 0.0493
106 H 0.0258 -10.2295 -1.0457
107 F -1.0014 -7.7190 2.1266
108 C 0.0235 -8.3860 2.6736
109 C -0.1874 -9.1442 3.8200
110 C 0.8783 -9.8430 4.3870
111 C 2.1469 -9.7669 3.8067
112 C 2.3496 -8.9991 2.6589
113 C 1.2814 -8.3095 2.0860
114 H -1.1778 -9.1848 4.2615
115 H 0.7221 -10.4449 5.2787
116 H 2.9788 -10.3085 4.2518
117 H 3.3388 -8.9381 2.2115
118 H 1.4192 -7.7152 1.1888
119 F -7.9592 3.3425 -3.2874
120 C -8.7159 4.2802 -2.7018
121 C -9.6658 4.9615 -3.4548
122 C -10.4573 5.9343 -2.8443
123 C -10.2823 6.2228 -1.4886
124 C -9.3227 5.5370 -0.7425
125 C -8.5391 4.5566 -1.3506
126 H -9.7818 4.7298 -4.5086
127 H -11.2082 6.4671 -3.4225
128 H -10.8968 6.9847 -1.0139
129 H -9.1855 5.7662 0.3115
130 H -7.7947 4.0076 -0.7835



5.
Molecular formula: C4H11N2O
Method: DFT, wB97M-V/def2-TZVPD

The value obtained for the gap between HOMO and LUMO is 10.02 eV. The value obtained for the energy above the lowest of the compared OMol25 structures with the same formula, charge and spin is 165.45 kJ/mol. As for the maximum force: 2.156 eV Å⁻¹. The net charge is +1. As for the SMILES: N[C@@H](C=O)CC[NH3+]. For the LUMO energy, the calculation gives -3.373 eV. Its HOMO energy is -0.4922 Eh.

Geometry (Å):
1 N 0.5991 -0.2648 1.2633
2 C -0.3768 0.4259 0.4431
3 C -0.0740 1.9287 0.3317
4 O 0.9749 2.4574 0.5604
5 C -0.3801 -0.0179 -1.0192
6 C -0.9269 -1.4586 -1.1180
7 N 0.0893 -2.3751 -0.3914
8 H 1.4648 0.2698 1.3683
9 H 0.2752 -0.3186 2.2129
10 H -1.3643 0.3463 0.9028
11 H -0.8755 2.6554 0.0737
12 H -0.9336 0.6400 -1.6862
13 H 0.6165 -0.1465 -1.4395
14 H -1.8523 -1.6041 -0.5690
15 H -0.8966 -1.8224 -2.1416
16 H 0.1511 -2.0327 0.5731
17 H -0.1983 -3.3494 -0.4548
18 H 1.0068 -2.3361 -0.8324